Record 1
Molecular formula: C96H80F16
Method: DFT, wB97M-V/def2-TZVPD

Summary:
HOMO-LUMO gap	9.2	eV
E_LUMO	0.477	eV

Element x y z (Å)
1 F 2.460 -4.621 -27.851
2 C 2.113 -5.753 -27.233
3 C 1.455 -5.715 -25.975
4 C 1.131 -6.905 -25.299
5 C 1.326 -8.124 -25.923
6 C 2.065 -8.192 -27.114
7 C 2.349 -7.036 -27.796
8 H 1.240 -4.773 -25.493
9 H 0.665 -6.815 -24.329
10 H 0.958 -9.001 -25.412
11 H 2.310 -9.134 -27.581
12 H 2.721 -7.062 -28.810
13 F -6.308 -4.084 -27.802
14 C -6.975 -4.921 -26.938
15 C -6.669 -6.253 -26.620
16 C -7.435 -6.960 -25.687
17 C -8.518 -6.304 -25.117
18 C -8.919 -4.999 -25.475
19 C -8.155 -4.384 -26.415
20 H -5.812 -6.750 -27.053
21 H -7.244 -8.002 -25.476
22 H -9.105 -6.892 -24.427
23 H -9.781 -4.497 -25.060
24 H -8.307 -3.353 -26.697
25 F -5.373 -6.613 -32.695
26 C -4.258 -6.407 -33.456
27 C -3.033 -6.419 -32.764
28 C -1.875 -6.347 -33.520
29 C -1.974 -6.325 -34.924
30 C -3.195 -6.265 -35.549
31 C -4.368 -6.283 -34.814
32 H -3.008 -6.429 -31.685
33 H -0.895 -6.390 -33.069
34 H -1.092 -6.294 -35.546
35 H -3.328 -6.297 -36.620
36 H -5.292 -6.488 -35.333
37 F -3.917 -0.273 -23.253
38 C -4.772 -1.315 -23.325
39 C -5.853 -1.428 -22.458
40 C -6.730 -2.450 -22.422
41 C -6.379 -3.447 -23.373
42 C -5.355 -3.404 -24.276
43 C -4.545 -2.291 -24.300
44 H -5.995 -0.714 -21.660
45 H -7.510 -2.583 -21.688
46 H -7.063 -4.265 -23.540
47 H -5.217 -4.317 -24.835
48 H -3.690 -2.180 -24.951
49 F -2.533 -16.015 -30.002
50 C -1.805 -15.151 -29.268
51 C -1.665 -13.822 -29.633
52 C -0.830 -13.031 -28.883
53 C -0.198 -13.530 -27.742
54 C -0.277 -14.856 -27.411
55 C -1.162 -15.687 -28.192
56 H -2.048 -13.420 -30.560
57 H -0.738 -11.970 -29.062
58 H 0.596 -12.949 -27.296
59 H 0.358 -15.281 -26.647
60 H -1.326 -16.749 -28.091
61 F 1.786 -10.615 -20.526
62 C 1.153 -9.499 -20.914
63 C 1.699 -8.249 -20.710
64 C 0.971 -7.068 -20.963
65 C -0.314 -7.208 -21.490
66 C -0.870 -8.509 -21.693
67 C -0.115 -9.659 -21.389
68 H 2.661 -8.132 -20.232
69 H 1.468 -6.116 -20.848
70 H -0.871 -6.300 -21.670
71 H -1.789 -8.564 -22.257
72 H -0.465 -10.676 -21.487
73 F -6.808 -10.643 -31.606
74 C -7.163 -10.450 -30.320
75 C -7.700 -11.499 -29.561
76 C -8.087 -11.177 -28.258
77 C -8.043 -9.928 -27.718
78 C -7.541 -8.911 -28.567
79 C -7.132 -9.117 -29.841
80 H -7.813 -12.465 -30.030
81 H -8.609 -11.883 -27.628
82 H -8.502 -9.746 -26.758
83 H -7.546 -7.890 -28.214
84 H -6.872 -8.294 -30.491
85 F -3.073 -9.450 -25.684
86 C -3.734 -8.578 -24.828
87 C -4.894 -9.059 -24.188
88 C -5.422 -8.358 -23.145
89 C -4.948 -7.071 -22.885
90 C -3.837 -6.551 -23.479
91 C -3.218 -7.336 -24.524
92 H -5.300 -10.024 -24.452
93 H -6.218 -8.826 -22.585
94 H -5.459 -6.490 -22.132
95 H -3.487 -5.556 -23.248
96 H -2.279 -6.997 -24.937
97 F -2.103 -10.394 -30.446
98 C -2.338 -9.285 -29.725
99 C -3.407 -8.504 -30.055
100 C -3.770 -7.367 -29.288
101 C -2.877 -7.031 -28.247
102 C -1.836 -7.842 -27.909
103 C -1.539 -8.931 -28.652
104 H -3.916 -8.754 -30.975
105 H -4.533 -6.698 -29.657
106 H -3.029 -6.137 -27.661
107 H -1.192 -7.594 -27.079
108 H -0.630 -9.464 -28.417
109 F -2.007 -3.526 -26.130
110 C -1.805 -3.485 -27.500
111 C -2.895 -3.497 -28.392
112 C -2.709 -3.440 -29.771
113 C -1.412 -3.206 -30.225
114 C -0.343 -3.106 -29.342
115 C -0.497 -3.302 -27.994
116 H -3.871 -3.611 -27.945
117 H -3.530 -3.508 -30.469
118 H -1.167 -3.101 -31.272
119 H 0.663 -2.983 -29.718
120 H 0.365 -3.329 -27.343
121 F 2.115 -13.219 -23.347
122 C 0.905 -12.791 -23.818
123 C 0.683 -11.455 -24.194
124 C -0.633 -11.022 -24.463
125 C -1.694 -11.925 -24.443
126 C -1.482 -13.236 -24.113
127 C -0.191 -13.672 -23.813
128 H 1.440 -10.690 -24.112
129 H -0.944 -10.009 -24.672
130 H -2.676 -11.728 -24.846
131 H -2.373 -13.838 -24.214
132 H 0.075 -14.716 -23.741
133 F -5.327 -16.857 -32.045
134 C -5.059 -15.509 -31.974
135 C -5.422 -14.848 -30.814
136 C -5.199 -13.503 -30.678
137 C -4.518 -12.837 -31.753
138 C -4.252 -13.475 -33.002
139 C -4.491 -14.847 -33.073
140 H -5.829 -15.450 -30.016
141 H -5.355 -13.013 -29.728
142 H -4.336 -11.774 -31.685
143 H -3.902 -12.922 -33.862
144 H -4.309 -15.473 -33.934
145 F -3.108 -9.933 -35.151
146 C -4.399 -10.087 -35.471
147 C -4.789 -10.646 -36.702
148 C -6.111 -10.944 -37.015
149 C -7.089 -10.675 -36.041
150 C -6.733 -10.235 -34.815
151 C -5.389 -9.885 -34.534
152 H -3.980 -10.963 -37.343
153 H -6.358 -11.454 -37.935
154 H -8.135 -10.787 -36.285
155 H -7.554 -10.142 -34.120
156 H -5.135 -9.431 -33.588
157 F 0.041 -14.990 -32.294
158 C -0.599 -14.503 -33.399
159 C -0.738 -13.118 -33.616
160 C -1.382 -12.654 -34.750
161 C -1.949 -13.524 -35.696
162 C -1.809 -14.904 -35.451
163 C -1.179 -15.391 -34.324
164 H -0.297 -12.432 -32.909
165 H -1.483 -11.593 -34.926
166 H -2.430 -13.086 -36.558
167 H -2.196 -15.602 -36.178
168 H -0.983 -16.438 -34.150
169 F -6.804 -11.675 -25.022
170 C -6.059 -12.735 -25.416
171 C -5.094 -12.522 -26.426
172 C -4.141 -13.531 -26.660
173 C -4.281 -14.787 -26.013
174 C -5.404 -15.008 -25.233
175 C -6.293 -13.966 -24.887
176 H -4.947 -11.584 -26.941
177 H -3.368 -13.368 -27.397
178 H -3.658 -15.575 -26.410
179 H -5.578 -16.016 -24.887
180 H -7.129 -14.145 -24.227
181 F 4.936 -12.838 -30.257
182 C 3.962 -12.198 -30.935
183 C 4.210 -11.683 -32.183
184 C 3.138 -11.045 -32.808
185 C 1.896 -10.944 -32.244
186 C 1.677 -11.543 -30.932
187 C 2.735 -12.127 -30.272
188 H 5.216 -11.774 -32.564
189 H 3.435 -10.580 -33.736
190 H 1.128 -10.435 -32.808
191 H 0.723 -11.449 -30.433
192 H 2.525 -12.631 -29.340

These are the Mulliken partial charges, in e, on atoms 1 to 4: -0.368, 0.054, -0.127, -0.927

Record 2
Molecular formula: C8H17IOS2
Method: DFT, wB97M-V/def2-TZVPD

Summary:
HOMO-LUMO gap	8.1	eV
E_LUMO	-0.869	eV

Element x y z (Å)
1 C 2.963 -3.402 -0.036
2 C -1.006 3.778 0.794
3 C 1.889 -2.568 0.652
4 C 0.062 2.926 0.107
5 C 1.122 -1.710 -0.350
6 C -0.067 -0.969 0.293
7 C -0.133 0.441 -0.206
8 C 0.018 1.506 0.568
9 O -3.455 1.728 -0.575
10 S -2.803 -0.399 -2.400
11 S -2.977 0.387 -0.411
12 I -4.842 -0.983 0.449
13 H 2.508 -4.123 -0.712
14 H 3.556 -3.942 0.699
15 H 3.628 -2.764 -0.617
16 H -0.921 4.814 0.477
17 H -0.887 3.738 1.874
18 H -2.001 3.422 0.541
19 H 2.355 -1.918 1.395
20 H 1.197 -3.232 1.173
21 H -0.063 2.976 -0.977
22 H 1.045 3.335 0.351
23 H 1.812 -0.978 -0.777
24 H 0.764 -2.337 -1.168
25 H 0.047 -0.958 1.378
26 H -0.991 -1.507 0.063
27 H -0.197 0.558 -1.281
28 H -2.735 0.808 -2.943
29 H 0.113 1.372 1.640

These are the Mulliken partial charges, in e, on atoms 1 to 4: -1.328, -1.108, -0.380, -0.368

Record 3
Molecular formula: H3N2O2
Method: DFT, wB97M-V/def2-TZVPD

Summary:
HOMO-LUMO gap (spin up / spin down)	6.6 / 6.6	eV
E_LUMO (spin up / spin down)	5.027 / 5.026	eV
total charge	-1

Element x y z (Å)
1 N -0.861 0.663 -0.694
2 N 1.188 0.062 0.463
3 O 1.345 -0.702 -0.491
4 O 0.131 0.896 0.310
5 H -0.538 -0.236 -1.233
6 H -1.721 0.164 -0.244
7 H 0.456 -0.847 1.889

These are the Mulliken partial charges, in e, on atoms 1 to 4: -0.570, 0.106, -0.657, -0.284

Record 4
Molecular formula: C22H28N4O2
Method: DFT, wB97M-V/def2-TZVPD

Summary:
HOMO-LUMO gap	8.2	eV
E_LUMO	0.319	eV

Element x y z (Å)
1 C 4.865 1.216 2.309
2 C 5.973 1.210 1.368
3 C 5.838 1.338 -0.152
4 O 4.418 1.067 -0.628
5 C 3.774 -0.296 -0.655
6 C 4.293 -1.352 0.058
7 C 3.560 -2.586 0.213
8 C 2.327 -2.505 -0.537
9 C 1.692 -1.360 -1.010
10 C 2.464 -0.225 -0.972
11 C 1.679 1.246 -1.486
12 N 0.242 1.161 -1.194
13 C -0.462 1.786 -1.972
14 C -1.934 1.798 -1.504
15 H -2.233 0.685 -1.982
16 H -2.653 2.382 -1.963
17 C -2.167 1.705 0.013
18 N -3.622 1.550 0.380
19 C -4.151 0.548 0.432
20 C -5.598 0.820 0.886
21 C -5.643 2.163 0.608
22 N -4.519 2.741 0.573
23 H -6.432 2.945 0.900
24 H -6.440 0.152 1.151
25 N -3.669 -0.662 0.246
26 C -3.265 -1.502 -0.656
27 O -3.461 -1.239 -1.759
28 C -2.750 -2.727 -0.464
29 C -3.319 -3.834 0.793
30 C -1.840 -3.240 0.798
31 H -1.653 -2.310 1.394
32 H -1.057 -3.863 0.407
33 H -3.964 -3.404 1.390
34 H -3.358 -4.975 0.431
35 H -2.587 -3.422 -1.377
36 H -3.634 -1.125 1.404
37 C -1.199 1.000 0.573
38 C 0.200 1.346 0.591
39 H 0.883 0.731 0.884
40 H 0.317 2.509 0.666
41 H -1.319 -0.132 0.671
42 H -1.493 1.221 2.058
43 H -2.148 2.876 0.266
44 H -0.359 1.644 -2.895
45 H -0.344 3.088 -1.719
46 H 1.922 0.948 -2.610
47 H 2.365 1.841 -1.141
48 H 0.858 -1.553 -1.231
49 H 1.834 -3.367 -0.489
50 H 4.002 -3.273 0.495
51 H 5.383 -1.187 0.340
52 H 6.368 0.540 -0.630
53 H 6.182 2.293 -0.592
54 H 6.913 1.136 1.812
55 H 3.907 1.152 2.007
56 H 5.014 1.302 3.498

These are the Mulliken partial charges, in e, on atoms 1 to 4: -0.387, -0.281, -0.643, -0.379

Record 5
Molecular formula: C5H8O
Method: DFT, wB97M-V/def2-TZVPD

Summary:
HOMO-LUMO gap	9.7	eV
E_LUMO	0.947	eV

Element x y z (Å)
1 C -1.072 -1.648 0.015
2 C -0.201 -0.498 -0.469
3 C 0.033 0.558 0.798
4 C 0.960 1.635 0.372
5 C 1.480 1.611 -0.827
6 O 1.881 1.688 -1.920
7 H -2.030 -1.284 0.382
8 H -0.582 -2.193 0.821
9 H -1.261 -2.352 -0.795
10 H 0.746 -0.895 -0.839
11 H -0.697 0.048 -1.272
12 H -0.920 0.967 1.144
13 H 0.475 -0.091 1.553
14 H 1.187 2.454 1.037

These are the Mulliken partial charges, in e, on atoms 1 to 4: -1.321, -0.544, -0.386, -0.699

Record 6
Molecular formula: C41H78GeN3O3PSSi3Ti
Method: DFT, wB97M-V/def2-TZVPD

Summary:
multiplicity	2
HOMO-LUMO gap (spin up / spin down)	4.7 / 4.6	eV
E_LUMO (spin up / spin down)	1.776 / 1.774	eV
⟨S²⟩	0.754
total charge	-1

Element x y z (Å)
1 Ti 0.321 -0.719 -0.823
2 N -0.135 0.097 1.296
3 N -0.349 1.469 1.188
4 C -0.063 2.072 -0.025
5 O -0.028 3.281 -0.106
6 O 0.184 1.207 -0.976
7 H -1.006 -0.370 1.555
8 H 0.596 -0.110 1.967
9 H -0.424 2.037 2.017
10 C 2.903 4.557 -0.097
11 C 3.161 3.468 -1.133
12 C 2.208 3.621 -2.322
13 C 3.167 2.062 -0.557
14 C 3.059 1.786 0.798
15 C 3.245 0.502 1.318
16 C 3.394 0.355 2.831
17 C 4.691 1.052 3.268
18 C 2.239 0.921 3.663
19 C 3.494 -0.567 0.443
20 C 3.613 -0.303 -0.944
21 C 3.427 0.988 -1.405
22 C 4.207 -1.333 -1.897
23 C 5.738 -1.209 -1.875
24 C 3.734 -1.219 -3.344
25 C 3.904 -1.926 0.940
26 C 5.203 -2.006 1.450
27 C 5.785 -3.204 1.815
28 C 5.066 -4.378 1.652
29 C 3.770 -4.316 1.175
30 C 3.147 -3.111 0.829
31 P 1.360 -3.125 0.372
32 C 0.599 -3.719 2.009
33 C 1.263 -4.933 2.671
34 C -0.886 -4.017 1.778
35 C 0.722 -2.566 3.013
36 C 1.152 -4.493 -0.937
37 C 2.250 -4.271 -1.983
38 C 1.170 -5.958 -0.487
39 C -0.200 -4.269 -1.631
40 H 2.967 5.536 -0.575
41 H 3.642 4.533 0.707
42 H 1.902 4.455 0.325
43 H 4.182 3.613 -1.513
44 H 1.174 3.521 -1.996
45 H 2.401 2.879 -3.098
46 H 2.340 4.608 -2.770
47 H 2.869 2.601 1.485
48 H 3.492 -0.707 3.067
49 H 4.589 2.134 3.164
50 H 5.541 0.743 2.661
51 H 4.912 0.831 4.314
52 H 1.966 1.925 3.337
53 H 1.348 0.294 3.640
54 H 2.539 0.986 4.711
55 H 3.550 1.181 -2.464
56 H 3.948 -2.327 -1.534
57 H 6.031 -0.205 -2.191
58 H 6.182 -1.926 -2.568
59 H 6.154 -1.389 -0.885
60 H 4.161 -0.342 -3.835
61 H 2.651 -1.166 -3.404
62 H 4.073 -2.095 -3.901
63 H 5.774 -1.089 1.532
64 H 6.797 -3.223 2.198
65 H 5.504 -5.336 1.903
66 H 3.219 -5.237 1.087
67 H 1.345 -5.799 2.020
68 H 0.641 -5.222 3.522
69 H 2.252 -4.691 3.059
70 H -1.373 -4.177 2.744
71 H -1.037 -4.917 1.184
72 H -1.392 -3.194 1.275
73 H 1.718 -2.115 3.005
74 H 0.544 -2.949 4.021
75 H -0.028 -1.801 2.835
76 H 3.250 -4.448 -1.584
77 H 2.193 -3.261 -2.393
78 H 2.086 -4.969 -2.808
79 H 2.112 -6.279 -0.048
80 H 1.012 -6.572 -1.378
81 H 0.356 -6.185 0.199
82 H -0.259 -3.288 -2.098
83 H -1.046 -4.384 -0.954
84 H -0.308 -5.021 -2.418
85 S -3.787 -3.172 -0.877
86 C -2.515 -2.201 -0.715
87 N -1.585 -1.491 -0.589
88 C -2.891 4.948 1.324
89 Si -3.649 4.372 -0.322
90 C -2.540 5.153 -1.648
91 C -5.295 5.314 -0.466
92 Ge -3.591 1.980 -0.498
93 Si -5.346 1.723 -2.106
94 C -5.017 2.748 -3.671
95 C -7.133 2.145 -1.611
96 C -5.435 -0.079 -2.702
97 Si -4.856 1.529 1.485
98 C -6.199 2.723 2.099
99 C -3.634 1.385 2.946
100 C -5.715 -0.161 1.428
101 H -2.819 6.041 1.363
102 H -1.882 4.536 1.417
103 H -3.478 4.617 2.184
104 H -2.528 6.246 -1.573
105 H -2.874 4.887 -2.653
106 H -1.521 4.780 -1.522
107 H -5.129 6.389 -0.340
108 H -6.010 4.986 0.292
109 H -5.755 5.156 -1.444
110 H -5.138 3.816 -3.480
111 H -5.714 2.465 -4.467
112 H -3.999 2.590 -4.035
113 H -7.212 3.187 -1.295
114 H -7.460 1.521 -0.776
115 H -7.826 1.986 -2.445
116 H -4.432 -0.494 -2.820
117 H -5.961 -0.161 -3.660
118 H -5.959 -0.709 -1.979
119 H -5.786 3.710 2.317
120 H -6.668 2.340 3.012
121 H -6.976 2.848 1.342
122 H -2.990 2.268 3.003
123 H -2.994 0.511 2.783
124 H -4.139 1.263 3.910
125 H -6.505 -0.175 0.672
126 H -6.172 -0.411 2.392
127 H -5.007 -0.949 1.167
128 C 0.075 -0.582 -3.751
129 O 0.574 -1.176 -2.570
130 H -0.894 -1.017 -4.008
131 H 0.768 -0.760 -4.579
132 H -0.054 0.496 -3.617

These are the Mulliken partial charges, in e, on atoms 1 to 4: 0.362, 0.281, -0.138, 0.616

Record 7
Molecular formula: H4S3
Method: DFT, wB97M-V/def2-TZVPD

Summary:
HOMO-LUMO gap	9.6	eV
E_LUMO	0.328	eV

Element x y z (Å)
1 S 1.608 -0.793 0.831
2 S 0.200 -1.935 -0.192
3 H 2.266 -1.913 1.161
4 H -0.881 -1.798 0.586
5 S -1.768 2.548 -0.721
6 H -3.023 2.891 -0.698
7 H -1.390 3.789 -0.383

These are the Mulliken partial charges, in e, on atoms 1 to 4: -0.161, -0.185, 0.180, 0.165

Record 8
Molecular formula: C2H4N4
Method: DFT, wB97M-V/def2-TZVPD

Summary:
HOMO-LUMO gap	11.4	eV
E_LUMO	-12.361	eV
total charge	+2

Element x y z (Å)
1 C -0.699 0.517 0.769
2 C 0.365 0.045 -0.182
3 N 1.698 -2.024 0.440
4 N -0.999 -0.164 -2.217
5 N 1.131 -1.116 0.157
6 N -0.274 -0.116 -1.378
7 H -1.216 -0.431 1.103
8 H -0.336 1.055 1.622
9 H -1.159 1.320 0.270
10 H 1.490 0.914 -0.584

These are the Mulliken partial charges, in e, on atoms 1 to 4: -1.146, 0.167, 0.058, 0.037

The calculation returns the following energy above the lowest of the compared OMol25 structures with the same formula, charge and spin values, one per record and in order: 21.4; 0.0; 42.2; 574.0; 29.3; 23.5; 3.4; 57.7 kcal per mole.